# 1
A structure of composition C49H54FeN7O3P2S, computed with ωB97M-V/def2-TZVPD.

As for the total energy: -4852.8005 Ha. For the HOMO-LUMO gap (alpha / beta), the calculation gives 8.61 / 6.63 eV. The lowest unoccupied orbital energy (alpha / beta) is -3.9 / -6.0 eV. As for the HOMO energy (alpha / beta): -0.462 / -0.463 hartree.

ORCA input file:
```
! RIJCOSX wB97M-V def2-TZVPD def2/J DEFGRID3
* xyz 2 6
Fe -0.005 -0.070 -0.174
O 0.027 0.046 1.977
P 1.001 -0.296 3.089
C 2.605 0.492 2.731
P 3.187 0.026 1.075
O 2.005 -0.091 0.131
C 4.107 -1.493 1.230
C 5.253 -1.517 2.027
C 5.993 -2.681 2.131
C 5.597 -3.817 1.434
C 4.464 -3.791 0.635
C 3.717 -2.627 0.527
C 4.293 1.317 0.525
C 4.928 2.191 1.404
C 5.756 3.187 0.907
C 5.947 3.310 -0.461
C 5.319 2.436 -1.340
C 4.492 1.439 -0.851
C 0.471 0.351 4.665
C 0.323 1.734 4.813
C -0.155 2.257 6.000
C -0.494 1.404 7.045
C -0.356 0.032 6.902
C 0.125 -0.499 5.713
C 1.314 -2.042 3.276
C 0.409 -2.947 2.732
C 0.629 -4.310 2.870
C 1.747 -4.765 3.550
C 2.647 -3.863 4.108
C 2.429 -2.504 3.980
H 3.335 0.246 3.503
H 2.441 1.570 2.740
H 5.572 -0.628 2.562
H 6.883 -2.702 2.745
H 6.185 -4.722 1.507
H 4.166 -4.675 0.088
H 2.836 -2.597 -0.098
H 4.790 2.101 2.475
H 6.248 3.868 1.588
H 6.592 4.089 -0.845
H 5.476 2.534 -2.406
H 3.994 0.756 -1.530
H 0.586 2.405 4.003
H -0.266 3.327 6.116
H -0.861 1.814 7.976
H -0.626 -0.628 7.715
H 0.239 -1.570 5.607
H -0.457 -2.576 2.202
H -0.072 -5.017 2.445
H 1.918 -5.828 3.657
H 3.516 -4.223 4.643
H 3.128 -1.809 4.431
N -0.930 0.237 -10.121
C -0.846 0.231 -8.976
C -0.742 0.222 -7.541
C -1.885 0.378 -6.761
C -1.783 0.365 -5.382
C -0.540 0.195 -4.768
C 0.602 0.044 -5.559
C 0.504 0.057 -6.938
C -0.430 0.156 -3.338
C -0.337 0.123 -2.125
H -2.845 0.510 -7.241
H -2.667 0.493 -4.772
H 1.565 -0.083 -5.082
H 1.384 -0.059 -7.554
N -2.093 -0.181 0.252
C -3.220 0.044 0.384
N -4.485 0.295 0.566
C -5.509 -0.744 0.358
C -6.224 -0.478 -0.959
O -6.726 0.840 -1.007
C -5.704 1.810 -0.887
C -5.005 1.671 0.454
H -6.210 -0.686 1.191
H -5.039 -1.727 0.363
H -7.080 -1.143 -1.063
H -5.535 -0.648 -1.799
H -6.179 2.785 -0.976
H -4.975 1.692 -1.702
H -5.722 1.810 1.264
H -4.192 2.385 0.570
C 0.543 2.929 -1.463
C 0.453 4.480 -1.397
N -0.033 4.903 -0.091
C 0.878 4.425 0.934
C 0.939 2.872 0.899
N 0.079 2.348 -0.180
C -1.308 2.797 0.075
C -1.357 4.351 0.144
H 1.566 2.586 -1.626
H -0.075 2.528 -2.259
H -0.230 4.858 -2.158
H 1.430 4.934 -1.566
H 0.531 4.780 1.906
H 1.863 4.855 0.749
H 0.580 2.438 1.829
H 1.954 2.530 0.706
H -1.637 2.343 1.011
H -1.926 2.414 -0.740
H -1.702 4.684 1.124
H -2.037 4.753 -0.609
C 0.389 -3.240 -3.745
N -0.841 -3.206 -2.979
C -2.142 -3.417 -3.617
C -3.103 -3.486 -2.420
N -2.267 -2.933 -1.352
C -0.980 -2.881 -1.706
S 0.312 -2.494 -0.640
H 0.410 -4.152 -4.340
H 1.234 -3.231 -3.063
H 0.450 -2.375 -4.407
H -2.134 -4.329 -4.211
H -2.364 -2.574 -4.277
H -3.399 -4.509 -2.188
H -3.996 -2.884 -2.573
H -2.542 -2.860 -0.389
*
```

Mulliken atomic charge list, values in e, 99 entries: atom 1 (Fe): 0.65, atom 2 (O): -0.17, atom 3 (P): 0.14, atom 4 (C): -1.43, atom 5 (P): 0.34, atom 6 (O): 0.16, atom 7 (C): 0.65, atom 8 (C): -0.72, atom 9 (C): -0.78, atom 10 (C): -0.56, atom 11 (C): -0.81, atom 12 (C): -0.29, atom 13 (C): 0.70, atom 14 (C): -0.17, atom 15 (C): -0.83, atom 16 (C): -0.51, atom 17 (C): -0.77, atom 18 (C): -0.71, atom 19 (C): 0.63, atom 20 (C): -0.44, atom 21 (C): -0.91, atom 22 (C): -0.58, atom 23 (C): -0.79, atom 24 (C): -0.71, atom 25 (C): 1.06, atom 26 (C): -1.05, atom 27 (C): -0.61, atom 28 (C): -0.70, atom 29 (C): -0.71, atom 30 (C): -0.24, atom 31 (H): 0.99, atom 32 (H): 1.07, atom 33 (H): 0.44, atom 34 (H): 0.45, atom 35 (H): 0.47, atom 36 (H): 0.47, atom 37 (H): 0.15, atom 38 (H): 0.42, atom 39 (H): 0.47, atom 40 (H): 0.44, atom 41 (H): 0.47, atom 42 (H): 0.54, atom 43 (H): 0.32, atom 44 (H): 0.47, atom 45 (H): 0.41, atom 46 (H): 0.44, atom 47 (H): 0.44, atom 48 (H): 0.58, atom 49 (H): 0.45, atom 50 (H): 0.42, atom 51 (H): 0.48, atom 52 (H): 0.35, atom 53 (N): -0.45, atom 54 (C): -0.15, atom 55 (C): 0.50, atom 56 (C): -0.84, atom 57 (C): -0.34, atom 58 (C): 0.29, atom 59 (C): -0.28, atom 60 (C): -0.85, atom 61 (C): 0.44, atom 62 (C): 0.36, atom 63 (H): 0.48, atom 64 (H): 0.65, atom 65 (H): 0.57, atom 66 (H): 0.47, atom 67 (N): 0.00, atom 68 (C): 0.26, atom 69 (N): -0.14, atom 70 (C): -0.69, atom 71 (C): -0.36, atom 72 (O): -0.41, atom 73 (C): -0.39, atom 74 (C): -0.47, atom 75 (H): 0.33, atom 76 (H): 0.40, atom 77 (H): 0.38, atom 78 (H): 0.22, atom 79 (H): 0.42, atom 80 (H): 0.18, atom 81 (H): 0.30, atom 82 (H): 0.32, atom 83 (C): -0.44, atom 84 (C): -0.94, atom 85 (N): -0.18, atom 86 (C): -1.22, atom 87 (C): 1.25, atom 88 (N): 1.41, atom 89 (C): -0.77, atom 90 (C): -1.13, atom 91 (H): 0.44, atom 92 (H): 0.18, atom 93 (H): 0.38, atom 94 (H): 0.28, atom 95 (H): 0.35, atom 96 (H): 0.40, atom 97 (H): -0.35, atom 98 (H): -1.11, atom 99 (H): 0.39



# 2
A structure of composition C49H55BiI2N2OPS, computed with ωB97M-V/def2-TZVPD.

As for the total energy: -3634.3833 Ha. For the HOMO-LUMO gap, the calculation gives 7.26 eV. The lowest unoccupied orbital energy is -2.8 eV. As for the HOMO energy: -0.370 hartree. The energy above the lowest of the compared OMol25 structures with the same formula, charge and spin comes out at 0.0 kJ/mol.

ORCA input file:
```
! RIJCOSX wB97M-V def2-TZVPD def2/J DEFGRID3
* xyz 1 1
Bi 0.463 0.238 -0.631
I -2.725 -0.079 -3.091
C -3.845 1.638 -3.609
I -2.701 3.338 -4.142
H -4.458 1.901 -2.757
H -4.457 1.383 -4.464
C 1.506 2.976 3.177
C 0.097 3.237 2.723
C -0.894 3.572 3.641
C -2.194 3.820 3.234
C -2.521 3.752 1.888
C -1.566 3.419 0.935
C -1.915 3.370 -0.527
C -0.265 3.159 1.378
N 0.704 2.729 0.423
C 1.371 3.561 -0.262
C 1.261 5.054 -0.156
C 2.315 3.003 -1.309
C 3.297 3.951 -1.927
N 2.206 1.778 -1.639
C 2.968 1.297 -2.762
C 4.174 0.631 -2.533
C 4.679 0.385 -1.142
C 4.890 0.189 -3.636
C 4.406 0.376 -4.923
C 3.192 1.006 -5.118
C 2.446 1.481 -4.041
C 1.095 2.093 -4.298
H 1.660 3.377 4.178
H 2.244 3.435 2.518
H 1.726 1.907 3.207
H -0.634 3.644 4.691
H -2.950 4.079 3.963
H -3.534 3.964 1.565
H -2.980 3.548 -0.673
H -1.676 2.405 -0.982
H -1.384 4.135 -1.101
H 0.427 5.334 0.483
H 1.126 5.497 -1.144
H 2.174 5.480 0.264
H 3.731 4.596 -1.163
H 2.795 4.599 -2.651
H 4.086 3.415 -2.446
H 4.587 1.264 -0.501
H 5.727 0.089 -1.162
H 4.114 -0.426 -0.676
H 5.837 -0.314 -3.478
H 4.975 0.022 -5.773
H 2.802 1.137 -6.121
H 1.150 2.858 -5.074
H 0.644 2.542 -3.414
H 0.401 1.325 -4.646
S 0.940 -1.491 -2.473
C 2.039 -2.823 -2.046
C 1.726 -3.759 -1.066
C 2.591 -4.807 -0.793
C 3.775 -4.941 -1.506
C 4.081 -4.022 -2.500
C 3.219 -2.968 -2.771
H 0.798 -3.670 -0.517
H 2.334 -5.524 -0.022
H 4.449 -5.762 -1.297
H 4.995 -4.125 -3.072
H 3.461 -2.251 -3.545
C 1.573 -2.481 2.000
C 2.521 -1.502 1.318
C 3.778 -1.320 2.168
C 1.850 -0.149 1.088
H 2.022 -3.473 2.075
H 0.622 -2.575 1.469
H 1.356 -2.129 3.013
H 2.819 -1.931 0.359
H 3.537 -0.813 3.107
H 4.531 -0.722 1.650
H 4.227 -2.284 2.415
H 2.585 0.653 0.996
H 1.180 0.103 1.915
O -1.241 -0.488 0.970
P -2.447 -1.334 1.317
C -2.741 -1.373 3.086
C -1.720 -1.832 3.921
C -1.900 -1.855 5.293
C -3.101 -1.417 5.841
C -4.117 -0.958 5.018
C -3.940 -0.935 3.641
C -2.306 -3.025 0.737
C -2.612 -4.124 1.534
C -2.519 -5.407 1.009
C -2.128 -5.592 -0.309
C -1.828 -4.498 -1.111
C -1.920 -3.219 -0.590
C -3.917 -0.641 0.550
C -4.007 0.747 0.473
C -5.115 1.336 -0.115
C -6.129 0.542 -0.637
C -6.040 -0.841 -0.564
C -4.936 -1.434 0.032
H -0.785 -2.172 3.495
H -1.108 -2.215 5.936
H -3.241 -1.436 6.914
H -5.051 -0.618 5.446
H -4.739 -0.576 3.004
H -2.921 -3.985 2.563
H -2.753 -6.260 1.632
H -2.055 -6.593 -0.714
H -1.511 -4.639 -2.136
H -1.666 -2.375 -1.222
H -3.210 1.363 0.875
H -5.192 2.416 -0.161
H -6.995 1.003 -1.097
H -6.828 -1.459 -0.972
H -4.866 -2.514 0.079
*
```

Mulliken atomic charge list, values in e, 99 entries: atom 1 (Bi): 1.40, atom 2 (I): 0.26, atom 3 (C): -0.72, atom 4 (I): 0.03, atom 5 (H): 0.16, atom 6 (H): 0.52, atom 7 (C): -1.26, atom 8 (C): 0.73, atom 9 (C): -1.02, atom 10 (C): -1.27, atom 11 (C): -0.25, atom 12 (C): 0.16, atom 13 (C): -0.71, atom 14 (C): -0.55, atom 15 (N): 1.28, atom 16 (C): 0.49, atom 17 (C): -2.27, atom 18 (C): 0.66, atom 19 (C): -2.14, atom 20 (N): 1.66, atom 21 (C): -1.34, atom 22 (C): 1.36, atom 23 (C): -0.58, atom 24 (C): -1.19, atom 25 (C): -0.82, atom 26 (C): -0.83, atom 27 (C): 1.30, atom 28 (C): -1.51, atom 29 (H): 0.48, atom 30 (H): 0.20, atom 31 (H): 0.20, atom 32 (H): 0.45, atom 33 (H): 0.47, atom 34 (H): 0.47, atom 35 (H): 0.32, atom 36 (H): 0.04, atom 37 (H): 0.45, atom 38 (H): 0.45, atom 39 (H): 0.43, atom 40 (H): 0.46, atom 41 (H): 0.51, atom 42 (H): 0.37, atom 43 (H): 0.45, atom 44 (H): 0.27, atom 45 (H): 0.55, atom 46 (H): -0.28, atom 47 (H): 0.42, atom 48 (H): 0.43, atom 49 (H): 0.48, atom 50 (H): 0.44, atom 51 (H): -0.04, atom 52 (H): 0.35, atom 53 (S): -0.38, atom 54 (C): 0.23, atom 55 (C): -0.43, atom 56 (C): -0.64, atom 57 (C): -0.78, atom 58 (C): -0.59, atom 59 (C): -0.41, atom 60 (H): 0.42, atom 61 (H): 0.50, atom 62 (H): 0.41, atom 63 (H): 0.44, atom 64 (H): 0.51, atom 65 (C): -1.68, atom 66 (C): 2.38, atom 67 (C): -1.79, atom 68 (C): -1.38, atom 69 (H): 0.47, atom 70 (H): 0.03, atom 71 (H): 0.57, atom 72 (H): -1.03, atom 73 (H): 0.34, atom 74 (H): 0.36, atom 75 (H): 0.44, atom 76 (H): 0.66, atom 77 (H): 0.54, atom 78 (O): 0.88, atom 79 (P): 1.13, atom 80 (C): 0.00, atom 81 (C): -0.21, atom 82 (C): -0.75, atom 83 (C): -0.61, atom 84 (C): -0.74, atom 85 (C): -0.69, atom 86 (C): 0.55, atom 87 (C): -0.75, atom 88 (C): -0.74, atom 89 (C): -0.67, atom 90 (C): -0.60, atom 91 (C): -0.06, atom 92 (C): 0.16, atom 93 (C): -0.16, atom 94 (C): -0.46, atom 95 (C): -0.70, atom 96 (C): -0.68, atom 97 (C): -0.64, atom 98 (H): 0.29, atom 99 (H): 0.46



# 3
A structure of composition C49H55BrN8O3Ti, computed with ωB97M-V/def2-TZVPD.

As for the total energy: -5987.7439 Ha. For the HOMO-LUMO gap (alpha / beta), the calculation gives 4.78 / 5.56 eV. The lowest unoccupied orbital energy (alpha / beta) is 2.4 / 1.8 eV. As for the HOMO energy (alpha / beta): -0.088 / -0.137 hartree. The energy above the lowest of the compared OMol25 structures with the same formula, charge and spin comes out at 0.0 kJ/mol.

ORCA input file:
```
! RIJCOSX wB97M-V def2-TZVPD def2/J DEFGRID3
* xyz -1 2
Ti -0.005 0.764 0.058
C 3.628 4.696 -3.410
C 3.506 4.657 -1.885
C 2.196 4.102 -1.423
C 1.034 4.755 -1.199
C 0.743 6.213 -1.360
C -0.016 6.531 -2.651
C 0.048 3.764 -0.810
N 0.634 2.505 -0.815
C 1.927 2.686 -1.252
C 2.734 1.674 -1.694
C 2.254 0.383 -1.957
C 2.904 -0.596 -2.747
C 4.300 -0.498 -3.275
C 4.369 0.067 -4.695
C 2.000 -1.621 -2.919
C 0.843 -1.264 -2.185
C -0.225 -2.140 -1.928
C -1.158 -1.968 -0.957
N -1.247 -0.820 -0.176
C -2.227 -1.063 0.768
C -2.903 -0.085 1.437
C -2.840 1.277 1.054
N -1.847 1.773 0.260
C -2.156 3.097 0.053
C -1.240 4.030 -0.461
C -3.392 3.410 0.659
C -3.813 2.265 1.319
C -5.086 2.043 2.072
C -6.193 1.432 1.210
C -4.097 4.727 0.558
C -4.722 4.967 -0.817
C -2.669 -2.439 0.657
C -2.084 -2.972 -0.436
C -2.409 -4.345 -0.963
C -1.335 -5.124 -1.721
C -3.632 -3.076 1.608
C -5.086 -2.997 1.141
N 0.981 -0.022 -1.624
C 2.198 -2.910 -3.653
C 1.452 -2.968 -4.988
H 4.613 5.049 -3.725
H 2.877 5.361 -3.841
H 3.468 3.704 -3.834
H 3.635 5.665 -1.482
H 4.319 4.057 -1.469
H 1.683 6.771 -1.346
H 0.163 6.565 -0.502
H 0.545 6.186 -3.522
H -0.187 7.604 -2.757
H -0.983 6.027 -2.670
H 3.739 1.918 -2.015
H 4.762 -1.489 -3.252
H 4.898 0.125 -2.605
H 3.801 -0.560 -5.386
H 5.398 0.127 -5.057
H 3.934 1.068 -4.732
H -0.214 -3.072 -2.465
H -3.668 -0.382 2.143
H -1.565 5.062 -0.504
H -5.435 2.994 2.485
H -4.895 1.394 2.931
H -6.502 2.128 0.427
H -7.074 1.176 1.804
H -5.836 0.527 0.714
H -3.399 5.540 0.783
H -4.875 4.779 1.324
H -3.952 5.015 -1.589
H -5.292 5.899 -0.843
H -5.392 4.146 -1.082
H -3.308 -4.272 -1.586
H -2.703 -4.945 -0.098
H -1.197 -4.758 -2.739
H -1.633 -6.172 -1.798
H -0.381 -5.077 -1.197
H -3.529 -2.599 2.586
H -3.351 -4.124 1.751
H -5.396 -1.958 1.018
H -5.764 -3.472 1.853
H -5.208 -3.492 0.175
H 1.878 -3.742 -3.019
H 3.267 -3.057 -3.829
H 0.380 -2.824 -4.842
H 1.600 -3.926 -5.492
H 1.795 -2.174 -5.656
N 0.041 2.241 3.076
C 0.050 1.765 2.019
Br 3.912 -3.782 2.009
C 3.726 -2.141 2.959
C 4.287 -2.128 4.230
C 4.199 -0.993 5.017
C 3.541 0.130 4.532
C 2.977 0.098 3.269
C 3.056 -1.033 2.452
C 2.391 -0.973 1.086
O 2.670 -1.754 0.206
O 1.562 0.031 0.997
H 4.790 -3.014 4.593
H 4.639 -0.994 6.007
H 3.456 1.026 5.134
H 2.431 0.953 2.894
C 1.029 -6.196 2.646
N 0.728 -4.833 3.037
C 0.912 -4.403 4.307
C 0.682 -3.124 4.656
C 0.263 -2.245 3.596
N 0.149 -2.631 2.347
C 0.374 -3.933 2.003
O 0.282 -4.380 0.872
N -0.033 -0.965 3.897
H 1.239 -6.776 3.543
H 1.892 -6.219 1.980
H 0.184 -6.628 2.112
H 1.251 -5.147 5.016
H 0.828 -2.775 5.666
H 0.262 -0.586 4.778
H -0.154 -0.290 3.153
*
```

Mulliken atomic charge list, values in e, 99 entries: atom 1 (Ti): -1.09, atom 2 (C): -0.91, atom 3 (C): -1.27, atom 4 (C): 0.75, atom 5 (C): 0.44, atom 6 (C): -1.26, atom 7 (C): -1.00, atom 8 (C): 0.20, atom 9 (N): 1.02, atom 10 (C): -0.43, atom 11 (C): -1.18, atom 12 (C): 0.45, atom 13 (C): 0.67, atom 14 (C): -1.37, atom 15 (C): -1.09, atom 16 (C): 0.74, atom 17 (C): 0.74, atom 18 (C): -0.85, atom 19 (C): -0.16, atom 20 (N): 0.36, atom 21 (C): 0.54, atom 22 (C): -1.35, atom 23 (C): -0.09, atom 24 (N): 0.80, atom 25 (C): -0.17, atom 26 (C): -0.69, atom 27 (C): 0.35, atom 28 (C): 0.76, atom 29 (C): -1.15, atom 30 (C): -1.06, atom 31 (C): -1.11, atom 32 (C): -1.09, atom 33 (C): 0.62, atom 34 (C): 0.24, atom 35 (C): -0.17, atom 36 (C): -1.64, atom 37 (C): -1.47, atom 38 (C): -1.11, atom 39 (N): -0.03, atom 40 (C): -1.04, atom 41 (C): -1.29, atom 42 (H): 0.38, atom 43 (H): 0.21, atom 44 (H): 0.14, atom 45 (H): 0.48, atom 46 (H): 0.39, atom 47 (H): 0.34, atom 48 (H): 0.41, atom 49 (H): 0.23, atom 50 (H): 0.39, atom 51 (H): 0.22, atom 52 (H): 0.39, atom 53 (H): 0.52, atom 54 (H): 0.41, atom 55 (H): 0.21, atom 56 (H): 0.42, atom 57 (H): 0.16, atom 58 (H): 0.16, atom 59 (H): 0.44, atom 60 (H): 0.31, atom 61 (H): 0.47, atom 62 (H): 0.40, atom 63 (H): 0.24, atom 64 (H): 0.38, atom 65 (H): 0.17, atom 66 (H): 0.39, atom 67 (H): 0.31, atom 68 (H): 0.21, atom 69 (H): 0.42, atom 70 (H): 0.26, atom 71 (H): 0.39, atom 72 (H): 0.32, atom 73 (H): 0.38, atom 74 (H): 0.44, atom 75 (H): 0.35, atom 76 (H): 0.45, atom 77 (H): 0.55, atom 78 (H): 0.02, atom 79 (H): 0.43, atom 80 (H): 0.28, atom 81 (H): 0.26, atom 82 (H): 0.41, atom 83 (H): 0.28, atom 84 (H): 0.40, atom 85 (H): 0.32, atom 86 (N): -0.89, atom 87 (C): 0.13, atom 88 (Br): -0.13, atom 89 (C): -0.16, atom 90 (C): -0.62, atom 91 (C): -0.53, atom 92 (C): -0.85, atom 93 (C): -0.30, atom 94 (C): 0.28, atom 95 (C): 0.73, atom 96 (O): -0.46, atom 97 (O): 1.22, atom 98 (H): 0.44, atom 99 (H): 0.38